# 1
Entry from the Open Molecules 2025 dataset: a cluster of 13 separate species, C62H110F24O31 in total at a distorted geometry (ωB97M-V with the def2-TZVPD basis set).

Geometry as ORCA input:
```
! wB97M-V def2-TZVPD RIJCOSX def2/J DEFGRID3
* xyz 0 1
C 6.85 9.50 -23.21
H 9.12 15.09 -23.38
H 1.99 11.37 -22.42
H 0.94 5.16 -20.85
O 7.11 5.63 -25.90
H 8.13 11.00 -21.56
H 4.77 11.54 -18.35
H 10.68 8.40 -18.81
H 2.89 3.11 -22.14
H 8.80 16.22 -25.68
C 1.80 5.69 -27.02
C 2.71 11.38 -16.57
F -2.81 6.89 -15.95
H 3.62 5.04 -18.20
H -5.14 7.00 -31.06
H -5.16 9.28 -29.40
H 2.06 8.26 -17.70
C -3.70 9.19 -24.76
C -3.28 4.58 -20.80
C -2.48 6.06 -28.11
C 2.95 3.42 -19.33
C 6.52 8.54 -18.16
H 5.06 6.96 -17.72
H 2.51 5.65 -26.20
H 6.60 8.54 -19.25
H 3.15 2.76 -18.49
H 7.33 1.55 -26.79
O -3.49 7.63 -18.79
H 7.32 16.46 -27.69
F -2.18 13.78 -24.34
H 11.10 8.72 -21.21
C 3.81 11.63 -20.19
H 7.34 16.21 -24.71
C 0.31 9.76 -28.45
F 8.55 7.19 -24.00
F 8.58 5.49 -22.63
H -5.18 10.76 -25.09
C -0.12 2.19 -23.04
C -2.13 6.58 -17.06
C 4.28 10.51 -25.96
C 2.68 4.76 -18.67
C -3.58 6.30 -29.18
F -0.90 6.68 -22.26
H 9.92 10.06 -18.84
H 8.80 7.36 -17.84
H 4.82 9.43 -27.79
H 3.45 6.91 -21.32
F 6.71 6.53 -23.25
O -2.79 11.17 -22.19
H -1.76 8.83 -20.55
O 7.73 13.63 -23.62
H 0.79 5.83 -26.63
H 1.92 4.58 -17.92
H 3.51 8.48 -20.51
F -2.50 5.33 -17.37
H 1.65 -1.53 -22.94
C 1.16 7.36 -23.25
H 3.08 3.14 -24.62
C -2.73 11.83 -23.22
O 3.94 3.42 -20.36
H -2.21 10.00 -19.36
H -4.61 9.96 -30.90
H 5.36 7.31 -27.87
F -0.77 8.77 -22.75
O -3.46 7.51 -29.84
C 10.12 9.19 -21.25
F -6.15 7.35 -23.82
H 3.55 9.49 -23.09
C 6.70 15.72 -27.19
O 0.00 -0.20 -22.81
C 4.52 7.05 -27.23
H -0.76 8.79 -26.81
O 1.70 6.26 -23.59
F -0.90 7.21 -24.37
C 4.66 4.13 -22.60
H -2.55 3.77 -20.81
H 6.41 6.95 -16.62
C 3.29 8.49 -22.76
F -2.62 10.76 -31.88
H -3.14 8.79 -23.92
H 6.21 15.15 -27.97
C -1.43 9.28 -19.61
C 1.01 5.89 -20.05
H 4.74 6.10 -26.73
H 2.30 13.11 -22.67
C 6.31 5.99 -19.73
F -0.85 6.63 -16.72
H -0.10 10.73 -20.59
O 4.14 8.11 -26.37
C 3.80 7.94 -21.41
C -0.83 10.52 -30.44
H 2.84 4.73 -21.52
F -0.57 12.54 -23.73
C -1.96 11.42 -30.98
H -3.80 7.84 -31.76
H 0.86 9.39 -26.38
F -5.83 8.50 -22.03
H 1.20 10.38 -28.42
O 6.53 10.84 -22.84
H 0.93 10.05 -16.54
C -0.40 7.53 -23.14
H 4.89 7.99 -21.37
H 4.20 12.79 -24.78
F 0.27 3.11 -23.92
O 8.40 4.01 -24.87
F -1.37 6.77 -28.34
O 1.52 0.71 -24.11
F -1.39 12.52 -31.54
F -3.02 6.50 -26.93
C -1.75 12.99 -23.37
C 4.14 2.92 -24.69
C 7.48 11.64 -22.16
C 1.84 10.24 -15.97
H 4.62 3.68 -25.32
C -4.45 10.50 -24.33
H 5.99 9.06 -23.73
O -3.49 11.58 -24.34
H 6.64 2.16 -25.26
H 3.68 10.59 -20.49
H 0.63 -3.21 -24.36
F -1.45 2.19 -22.99
C 8.37 12.56 -23.03
O 4.94 3.06 -23.49
H 4.27 1.95 -25.16
O -6.47 5.50 -20.89
H -6.16 9.12 -30.73
C 0.10 -2.27 -24.17
H 3.70 11.37 -16.11
O 7.45 14.84 -26.35
O -4.82 5.58 -22.52
O 2.04 6.79 -27.79
O -4.54 5.52 -29.29
H -3.54 4.10 -22.83
C 8.05 15.56 -25.23
C 0.56 -1.53 -22.99
H 0.72 9.33 -19.91
H 2.07 3.07 -19.86
H 5.08 10.35 -25.23
H 3.74 7.82 -23.50
H 5.24 5.88 -19.95
H 9.68 9.06 -22.23
F -7.71 7.52 -22.32
H 2.27 12.35 -16.35
C -4.16 4.42 -22.00
H -4.80 3.55 -21.83
H 3.55 11.82 -22.65
O 1.87 8.50 -22.87
C -0.04 9.59 -26.97
H 3.56 5.88 -28.83
H 8.61 11.92 -23.88
H 0.20 5.58 -19.39
H 3.30 7.62 -29.01
O -0.08 9.88 -31.18
H 6.81 5.14 -20.19
C 7.81 5.23 -24.95
C 3.79 11.90 -18.66
O 2.28 5.91 -19.44
H 4.47 5.04 -23.17
C 4.87 12.78 -25.64
H 0.21 -2.10 -22.13
H 5.92 12.71 -25.33
H -2.70 5.50 -20.85
H 0.18 10.77 -18.99
F -2.26 4.75 -27.99
H -4.35 8.38 -25.09
C 2.64 12.20 -22.17
H 10.22 10.28 -21.20
H 6.43 3.04 -26.83
H -2.94 9.38 -25.51
H 6.92 12.22 -21.42
C 8.98 8.43 -17.79
C 8.51 3.19 -26.01
H 9.60 8.56 -16.91
O 7.72 9.13 -17.65
H 1.76 4.82 -27.69
C 7.90 6.08 -23.66
H 3.80 12.98 -18.50
H 8.74 3.82 -26.87
H 9.40 2.57 -25.96
H 0.23 -1.58 -25.01
H -0.93 -2.61 -24.09
C 3.51 3.87 -21.66
H 5.58 4.31 -22.05
C 3.42 6.81 -28.29
H 3.38 10.56 -25.35
H 7.73 9.56 -23.85
C -4.41 7.78 -30.86
H 5.65 9.20 -18.17
H 1.49 10.49 -14.97
C -0.09 10.04 -19.75
H 0.57 8.90 -29.07
H -3.67 4.45 -19.79
H 4.78 11.88 -20.63
O 4.47 11.77 -26.50
C 7.09 2.45 -26.21
C 6.13 7.16 -17.65
O 6.71 6.06 -18.38
C -2.39 7.58 -18.23
H 6.59 6.89 -20.27
F -1.72 13.69 -22.23
O 9.21 8.71 -20.24
C 2.84 8.26 -16.94
C 8.71 14.54 -24.22
H 9.43 13.94 -24.78
H 5.86 16.20 -26.67
H 3.22 7.25 -16.75
C 0.52 0.83 -23.47
H 3.07 9.46 -27.42
H 6.96 8.98 -22.26
H 0.68 6.88 -20.36
C -5.87 6.09 -21.85
H -0.64 10.37 -26.51
F -2.82 11.74 -29.99
O 2.74 11.20 -17.99
C -6.39 7.40 -22.52
H 4.81 13.74 -26.14
O -1.32 8.31 -18.52
H 9.31 12.69 -22.50
F 0.32 2.58 -21.87
O 2.75 12.40 -20.76
H 3.65 8.84 -17.36
H -5.01 10.35 -23.40
C 4.07 9.38 -26.99
C 9.77 8.99 -18.91
O -0.76 10.44 -29.14
O 2.44 8.97 -15.77
C -5.10 9.08 -30.47
*
```

HOMO energy (hartree): -0.342
Kohn-Sham gap (eV): 9.73
Energy relative to the best compared isomer or geometry (same formula, charge and spin) (kcal per mole): 0.0

Löwdin atomic charge list, values in e, 8 entries:
1. C -0.09
2. H 0.12
3. H 0.07
4. H 0.07
5. O 0.12
6. H 0.10
7. H 0.11
8. H 0.12

# 2
Entry from the Open Molecules 2025 dataset: a structure of composition C18H15ClIN2O8Pd (ωB97M-V with the def2-TZVPD basis set).

Geometry as ORCA input:
```
! wB97M-V def2-TZVPD RIJCOSX def2/J DEFGRID3
* xyz -1 1
H -1.81 -1.47 -0.15
C 0.69 -2.56 1.63
C 1.26 -4.69 0.43
C -3.72 0.35 -5.36
H -1.09 0.97 -5.49
O -4.83 -0.04 -4.93
Cl 3.98 -3.22 4.65
C -1.51 1.28 -4.54
H 1.71 2.97 3.44
O -2.01 3.17 -0.17
O -0.53 0.93 1.24
O -3.19 0.23 -6.48
O -0.26 -2.45 0.66
H 1.29 -4.20 -0.55
C 2.51 -3.88 2.46
H 0.34 2.01 -3.69
C -2.57 2.15 -2.20
H 0.22 -0.79 2.77
I 3.97 4.30 3.02
C 1.89 -1.85 3.59
N -1.25 2.28 -2.41
O 0.35 0.09 -0.61
C 1.51 -3.70 1.53
N 2.43 1.57 1.31
C -3.41 1.56 -3.12
H 2.23 1.00 0.50
O -4.18 2.91 -0.64
C 1.98 2.84 1.29
H 2.53 1.08 2.18
H 2.01 -5.48 0.45
C -0.38 -0.02 0.42
O 1.62 3.39 0.26
C -3.02 2.75 -0.93
H -1.68 -1.25 1.61
C 0.87 -1.65 2.67
C -2.87 1.09 -4.32
C 2.01 3.59 2.60
H 3.16 -4.74 2.39
H -4.46 1.45 -2.91
H 0.27 -5.14 0.53
C 2.71 -2.95 3.48
Pd -0.37 2.28 -0.63
H 1.37 4.46 2.52
H 2.04 -1.14 4.40
C -0.72 1.86 -3.57
C -1.12 -1.32 0.68
*
```

HOMO energy (hartree): -0.207
Kohn-Sham gap (eV): 7.02
Energy relative to the best compared isomer or geometry (same formula, charge and spin) (kcal per mole): 1.4

Löwdin atomic charge list, values in e, 8 entries:
1. H 0.14
2. C -0.22
3. C -0.03
4. C -0.70
5. H 0.12
6. O -0.04
7. Cl 0.63
8. C 0.01

# 3
Entry from the Open Molecules 2025 dataset: an isolated molecule of C4H7NO (ωB97M-V with the def2-TZVPD basis set).

Geometry as ORCA input:
```
! wB97M-V def2-TZVPD RIJCOSX def2/J DEFGRID3
* xyz 0 1
H -2.12 -1.90 0.09
H 1.28 2.14 0.95
C 1.03 1.24 0.41
H -0.66 -0.25 -1.08
H -2.58 -0.25 0.57
H 0.31 -1.18 0.08
H 2.32 1.02 -2.15
O -0.20 0.73 0.69
H -1.60 -1.25 1.66
C 1.89 0.74 -0.45
C -1.79 -1.00 0.61
C -0.52 -0.46 -0.01
N 2.64 0.42 -1.38
*
```

HOMO energy (hartree): -0.309
Kohn-Sham gap (eV): 9.30
Energy relative to the best compared isomer or geometry (same formula, charge and spin) (kcal per mole): 65.1

Löwdin atomic charge list, values in e, 8 entries:
1. H 0.08
2. H 0.12
3. C -0.17
4. H 0.13
5. H 0.08
6. H 0.12
7. H 0.07
8. O -0.11

# 4
Entry from the Open Molecules 2025 dataset: a cluster of 2 separate species, C3H8NO2 in total at a distorted geometry (ωB97M-V with the def2-TZVPD basis set).

Geometry as ORCA input:
```
! wB97M-V def2-TZVPD RIJCOSX def2/J DEFGRID3
* xyz 1 1
C -1.50 1.91 -0.58
H -1.83 2.87 -0.98
N 0.68 -0.62 0.54
H 0.16 -1.04 2.42
H 0.07 0.20 0.63
H 1.94 -1.81 -0.64
H 1.83 -1.77 1.71
H -3.12 0.86 -0.82
H 1.92 -0.13 -1.04
O -2.55 1.19 -0.11
C 0.91 -1.21 1.65
O -0.38 1.48 -0.52
H 0.58 -0.97 -1.55
C 1.28 -0.96 -0.72
*
```

HOMO energy (hartree): -0.570
Kohn-Sham gap (eV): 10.65
Energy relative to the best compared isomer or geometry (same formula, charge and spin) (kcal per mole): 47.6

Löwdin atomic charge list, values in e, 8 entries:
1. C -0.30
2. H 0.16
3. N -0.01
4. H 0.13
5. H 0.11
6. H 0.11
7. H 0.13
8. H 0.13

# 5
Entry from the Open Molecules 2025 dataset: a structure of composition C49H38F9KN7O9S5Sb at a distorted geometry (ωB97M-V with the def2-TZVPD basis set).

Geometry as ORCA input:
```
! wB97M-V def2-TZVPD RIJCOSX def2/J DEFGRID3
* xyz -2 1
H -2.32 -3.13 -4.24
C 0.12 -4.62 3.44
H 8.62 0.63 -4.28
S 4.69 0.02 -0.56
O 3.60 -0.19 -1.55
C 7.56 0.78 -4.62
F -2.18 2.49 7.83
F 5.62 2.39 0.17
C 3.01 -6.05 -1.48
C -4.24 2.22 -0.29
H 4.67 -4.80 -1.02
C -0.39 -3.53 2.72
H 3.67 5.04 1.32
N -0.41 -2.30 3.23
C -5.89 -3.24 2.99
H 0.60 -6.14 6.09
O 0.87 4.57 -0.82
N 3.65 0.88 -6.19
H -6.62 4.79 1.37
H -4.03 -1.46 -4.86
H -3.59 1.46 -0.74
H -2.98 0.04 7.23
C -3.18 0.07 -3.59
H -1.74 1.28 -2.42
H 2.00 -5.08 6.18
C -4.92 -2.29 2.85
H 6.84 -0.95 -3.44
S 3.44 3.05 -7.99
C 1.53 -3.79 -2.07
C -3.61 0.37 5.25
C 7.21 1.79 -5.51
O 2.87 -1.59 2.36
C -5.93 4.10 0.89
N 0.77 -2.66 -2.31
F -5.81 5.27 -1.25
H -6.01 2.68 2.51
N 2.92 -0.11 -5.60
H -5.60 -4.22 3.33
C 1.31 -5.55 5.50
Sb -3.58 0.50 2.10
C 5.92 1.85 -6.06
O 2.84 4.81 0.87
N -1.20 -0.65 -2.34
H -0.95 5.41 -1.37
N 4.32 -0.42 0.87
N -0.46 -2.88 -2.59
H 0.23 -1.08 4.82
H -6.82 0.10 1.40
H -0.80 -3.56 1.71
H 1.51 -2.83 5.97
C -2.35 -2.18 -3.74
C -4.59 2.07 1.06
C -5.55 2.92 1.54
C 0.90 -5.05 -2.09
C -2.86 2.13 6.68
H 0.14 4.90 -2.63
C 0.91 -3.10 5.10
F -8.12 -3.99 2.89
C -3.74 1.26 4.20
H 0.41 6.62 -0.39
O 6.00 -0.48 -0.83
H -3.90 -2.52 3.12
C 5.33 -0.02 -4.64
C -1.34 -1.87 -2.80
C -0.28 4.60 -1.68
C 1.70 -0.17 -6.18
S 3.02 -0.34 1.69
C -3.24 -1.21 -4.12
C 2.86 -3.67 -1.67
H -0.14 -5.07 -2.33
S 0.42 -1.11 -5.68
O 1.88 0.23 0.97
O -1.43 2.98 -3.04
C -6.53 -0.83 1.89
H -3.56 3.34 3.65
C 3.43 0.81 3.11
C -3.23 0.79 6.51
F 4.49 0.27 3.71
C 1.64 -6.17 -1.79
C 4.75 1.92 -0.69
H -4.29 3.41 -2.05
C -7.52 -1.84 1.96
O 2.47 7.04 1.17
C 0.31 -2.10 4.37
C 0.77 5.66 0.09
C 3.60 -4.80 -1.35
C -5.23 -1.01 2.37
C 4.95 0.97 -5.64
S 1.55 0.92 -7.54
H 3.26 -2.63 -1.78
F 3.67 2.08 2.86
C -1.01 3.28 -1.87
F 5.12 2.28 -1.96
H 1.17 -7.14 -1.75
K 0.70 0.60 -1.05
C 6.63 -0.18 -4.23
F 3.55 2.43 -0.38
H -3.96 0.81 -3.71
H 3.62 -6.95 -1.25
C -2.05 0.27 -2.75
H 0.08 5.46 0.94
H 5.62 2.48 -6.91
C 2.14 5.95 0.73
H 7.96 2.55 -5.80
C -3.48 2.60 4.44
C 3.03 1.69 -7.14
C -5.45 4.26 -0.42
C -3.03 3.05 5.68
H 4.50 -0.63 -4.36
H -3.76 -0.66 5.09
H 0.02 -5.65 3.01
O -1.01 2.49 -0.85
H 1.84 -6.28 4.85
C -7.18 -3.01 2.62
H -2.69 4.10 5.81
H -8.54 -1.59 1.57
C 0.79 -4.42 4.65
C -4.71 3.27 -1.04
F 2.40 0.70 3.97
*
```

HOMO energy (hartree): -0.080
Kohn-Sham gap (eV): 5.37
Energy relative to the best compared isomer or geometry (same formula, charge and spin) (kcal per mole): 0.0

Löwdin atomic charge list, values in e, 8 entries:
1. H 0.10
2. C -0.03
3. H 0.11
4. S 0.60
5. O -0.35
6. C -0.14
7. F 0.01
8. F 0.14

# 6
Entry from the Open Molecules 2025 dataset: an isolated molecule of C21H23ClN4O2 (ωB97M-V with the def2-TZVPD basis set).

Geometry as ORCA input:
```
! wB97M-V def2-TZVPD RIJCOSX def2/J DEFGRID3
* xyz 0 1
H -2.54 -1.67 0.97
H -1.96 3.33 -1.96
C -0.21 -2.05 -0.35
C 2.23 2.72 2.42
C -1.53 0.58 -3.92
C -1.04 0.04 -1.65
H 4.10 0.13 1.09
C -1.81 1.90 -3.56
C 3.16 0.66 1.28
C -1.14 -0.36 -2.98
H -0.93 -1.38 -3.28
H 3.10 3.95 0.95
H 3.40 1.19 3.34
H -2.28 -6.20 -0.94
H 0.44 5.22 -0.82
O 1.55 -0.38 2.75
H -1.62 0.29 -4.96
H 1.20 -3.27 0.75
H -2.11 2.60 -4.32
C -2.49 -2.66 0.56
H 0.29 -2.30 -1.29
N -1.19 1.50 0.05
Cl 0.08 -4.84 -1.59
C -0.67 -0.63 -0.44
C -1.73 2.31 -2.24
H 0.31 -2.11 1.76
H 2.85 1.14 0.35
N 2.22 3.53 1.21
C -1.34 1.38 -1.29
C 1.07 4.07 0.72
C -1.36 -3.02 -0.17
H 2.33 -1.20 -0.18
C 3.36 1.70 2.38
C -0.77 0.30 0.56
H -0.58 0.19 1.61
C 0.80 -2.25 0.79
H -1.18 2.37 0.57
C -3.53 -3.55 0.74
C 2.11 -0.37 1.68
H -4.28 -5.52 0.34
H 2.35 3.36 3.30
C -1.31 -4.31 -0.69
H -4.40 -3.25 1.31
H 4.32 2.22 2.23
H 1.27 2.22 2.49
C -2.35 -5.21 -0.52
H 2.13 4.98 -0.81
C -3.46 -4.82 0.20
N 1.26 4.96 -0.31
O -0.04 3.80 1.14
N 1.87 -1.29 0.72
*
```

HOMO energy (hartree): -0.281
Kohn-Sham gap (eV): 8.14
Energy relative to the best compared isomer or geometry (same formula, charge and spin) (kcal per mole): 0.0

Löwdin atomic charge list, values in e, 8 entries:
1. H 0.11
2. H 0.10
3. C -0.24
4. C -0.18
5. C -0.11
6. C -0.12
7. H 0.12
8. C -0.11